The following is a quantum chemistry calculation of one molecule with the formula C10H15N2O2P in a non-equilibrium geometry, from OMol25.

Output
- E: -991.33377 a.u.
- M: 226.2 g/mol
- Relative energy (zero: lowest compared OMol25 entry of this formula, charge and spin): 190.7 kJ/mol
- Strongest force on any atom: 5.01 eV/A
- Kohn-Sham gap: 8.52 eV

XYZ file:
```
30
Properties=species:S:1:pos:R:3:forces:R:3:lowdin_charge:R:1
P -0.3647 0.2744 -0.7160 0.22 2.56 -2.20 0.7067
O -1.9342 0.0087 -0.5757 -0.25 -0.99 -0.88 -0.2019
O -0.0276 -0.8439 -1.8886 -0.55 1.97 0.48 -0.1928
N 0.5293 0.3351 0.5137 -0.56 0.03 -0.71 -0.0587
N -0.4569 1.9524 -1.6684 -0.29 -4.10 2.86 -0.2265
C 0.2492 -1.8514 1.6705 0.21 2.29 -0.58 -0.0613
C -0.9114 2.8863 -0.6486 2.48 -0.61 0.50 -0.1693
C 0.8705 2.3331 -2.0817 -0.51 -3.87 -1.92 -0.1411
C -2.3714 -0.8352 -1.6929 -3.36 1.18 -0.16 -0.1694
C 1.8797 -0.2521 2.3817 0.52 0.64 -0.28 -0.0514
C -1.2228 -0.9265 -2.7045 -0.13 -0.12 0.94 -0.1921
C 2.3102 -1.1526 3.3243 -0.95 -0.75 -0.26 -0.1012
C 1.5741 -2.3226 3.5411 -0.68 -0.03 -0.68 -0.0811
C 0.8192 -0.5848 1.5068 1.68 0.44 0.82 -0.3170
C 0.5016 -2.6664 2.7112 2.55 2.38 0.51 -0.0875
H -1.8691 2.7261 -0.4183 -3.77 -1.34 1.25 0.0350
H -1.3049 -0.2429 -3.5765 0.38 -0.01 0.97 0.1347
H -0.3254 3.0087 0.2781 0.21 -0.75 -0.21 0.0991
H -0.4174 -2.1489 0.9501 -1.85 -0.64 -1.65 0.0748
H -3.3480 -0.3860 -2.1702 2.05 -0.22 0.75 0.1497
H 0.6671 3.0275 -2.8060 0.21 1.87 -2.26 0.0527
H 1.2756 2.8073 -1.2903 2.56 1.19 2.50 0.0345
H 1.4266 1.4213 -2.5349 -0.61 1.75 0.93 0.1229
H -0.9846 3.8520 -0.9685 0.32 2.79 -1.82 0.0554
H -0.0756 -3.5044 2.7822 -1.06 -2.35 0.63 0.0781
H 3.2467 -0.8418 3.7268 0.37 -0.54 1.17 0.0896
H -1.1558 -1.9134 -3.0346 -0.24 -1.58 -1.07 0.0976
H 2.5484 0.6568 2.3827 -1.42 -0.71 -0.85 0.1235
H -2.8361 -1.7516 -1.2511 1.33 0.22 -0.36 0.1255
H 1.7077 -3.0651 4.2576 1.14 -0.71 1.59 0.0719
```
Forces are in eV/Å.